Entry from the Open Molecules 2025 dataset: an isolated molecule of C4H7N3O at a distorted geometry (ωB97M-V/def2-TZVPD).

Geometry as XYZ:
```
15
Properties=species:S:1:pos:R:3
H -2.461 -1.828 0.045
N -2.299 -0.767 -0.098
C -0.994 -0.637 0.028
N -0.090 -1.623 0.147
C -0.394 0.741 0.109
N -1.480 1.593 -0.092
C 0.868 1.212 0.362
C 2.109 0.461 -0.062
O 2.392 -0.760 -0.258
H -0.396 -2.556 0.271
H 1.004 -1.434 0.172
H -1.532 2.583 -0.486
H -2.355 0.956 -0.440
H 1.112 2.242 0.223
H 3.034 1.033 -0.046
```

Results
- ΔE to the lowest compared entry with this formula, charge and spin (kJ/mol) = 215.1
- DFT total energy (Eh) = -396.0665
- frontier orbital gap (eV) = 8.7
- HOMO level (eV) = -8.938